ORCA calculation (ωB97M-V/def2-TZVPD) on C45H36BrF6O4P3PdS2 as an isolated structure.

```
98
C45H36BrF6O4P3PdS2 (ωB97M-V/def2-TZVPD)
Pd -1.0561 0.5098 -1.2964
C 3.4703 2.2645 3.4611
C 3.0748 0.8534 2.9933
C 3.9093 -0.2104 3.7319
C 3.3414 0.7255 1.5020
C 4.6412 0.8017 1.0191
C 4.9265 0.6395 -0.3241
C 3.8950 0.4166 -1.2179
C 2.5763 0.3535 -0.7808
P 1.2094 0.0887 -1.9881
C 1.4154 -1.6781 -2.4137
C 2.3885 -2.4878 -1.8397
C 2.4714 -3.8321 -2.1732
C 1.5810 -4.3750 -3.0840
C 0.6103 -3.5714 -3.6675
C 0.5209 -2.2316 -3.3322
C 1.9860 0.8943 -3.4337
C 2.4422 2.2024 -3.2613
C 3.0469 2.8812 -4.3021
C 3.2212 2.2573 -5.5307
C 2.7719 0.9587 -5.7063
C 2.1461 0.2793 -4.6703
C 2.3149 0.4988 0.5866
O 1.0140 0.3907 0.9549
C 0.6747 0.4332 2.2782
C -0.6804 0.2410 2.5544
C -1.1042 0.2315 3.8752
C -0.1912 0.3900 4.9025
C 1.1450 0.5994 4.6071
C 1.6048 0.6227 3.2960
P -1.8838 0.2320 1.1318
C -2.8713 -1.2409 1.5851
C -2.3066 -2.2544 2.3623
C -2.9856 -3.4424 2.5764
C -4.2468 -3.6337 2.0340
C -4.8181 -2.6323 1.2653
C -4.1328 -1.4524 1.0244
C -2.7685 1.6907 1.7781
C -2.0556 2.8874 1.7496
C -2.6221 4.0503 2.2383
C -3.9026 4.0236 2.7733
C -4.6128 2.8332 2.8053
C -4.0510 1.6655 2.3086
H 4.5251 2.4564 3.2610
H 3.2986 2.3714 4.5327
H 2.8765 3.0131 2.9366
H 4.9746 -0.0538 3.5657
H 3.6443 -1.2041 3.3695
H 3.7251 -0.1680 4.8046
H 5.4589 0.9977 1.7003
H 5.9479 0.6849 -0.6778
H 4.1086 0.2902 -2.2694
H 3.0772 -2.0707 -1.1169
H 3.2298 -4.4530 -1.7127
H 1.6213 -5.4306 -3.3203
H -0.0863 -4.0062 -4.3727
H -0.2618 -1.6115 -3.7551
H 2.3077 2.6812 -2.3019
H 3.3732 3.9015 -4.1496
H 3.7065 2.7805 -6.3450
H 2.9032 0.4672 -6.6621
H 1.8086 -0.7352 -4.8279
H -2.1560 0.0893 4.0883
H -0.5174 0.3601 5.9339
H 1.8460 0.7504 5.4179
H -1.3219 -2.1267 2.7893
H -2.5189 -4.2305 3.1544
H -4.7735 -4.5657 2.1957
H -5.7966 -2.7793 0.8270
H -4.5459 -0.7108 0.3581
H -1.0620 2.9067 1.3188
H -2.0572 4.9716 2.1914
H -4.3516 4.9336 3.1511
H -5.6133 2.8190 3.2196
H -4.6159 0.7428 2.3329
O -4.7205 -0.4140 -2.2036
S -3.8313 0.7327 -2.0885
O -3.2631 0.7762 -0.7054
O -4.4081 1.9836 -2.4939
S -2.2869 0.3102 -3.3990
F -0.2935 2.9394 -2.8823
P -0.6477 3.9379 -1.6520
F -1.9352 3.0029 -1.2757
F 0.2907 2.9486 -0.6717
F -1.5327 4.8573 -2.5992
F 0.6746 4.8026 -1.9756
F -0.9344 4.8565 -0.3648
Br -1.5877 -6.3887 -0.6589
C -1.4984 -4.4883 -0.8084
C -2.3878 -3.8297 -1.6346
C -2.3156 -2.4439 -1.7368
C -1.3563 -1.7504 -1.0259
C -0.4911 -2.4267 -0.1863
C -0.5503 -3.8075 -0.0693
H -3.1275 -4.3780 -2.2013
H -3.0380 -1.9366 -2.3614
H 0.2443 -1.8904 0.4046
H 0.1318 -4.3393 0.5801
```

Summary:
Frontier orbital gap (spin up / spin down) (eV): 5.92 / 6.74
Charge: -1
Multiplicity: 2
Energy (Eh): -7159.2225
LUMO energy (spin up / spin down) (eV): 0.9594 / 1.2507
HOMO level (spin up / spin down) (eV): -4.961 / -5.490
Energy relative to the best compared isomer or geometry (same formula, charge and spin) (kJ/mol): 61.9



ORCA calculation (ωB97M-V/def2-TZVPD) on C45H36BrFeN3O4STe2 as an isolated structure.

```
93
C45H36BrFeN3O4STe2 (ωB97M-V/def2-TZVPD)
Fe -0.5667 0.3741 -0.2237
O -0.4670 -1.5932 0.2043
N 0.3698 -2.2319 -0.4671
N 1.0428 -1.5193 -1.3084
O 0.8907 -0.2114 -1.4374
C 1.9460 -2.1786 -2.1704
C 2.1375 -3.5600 -2.1113
C 3.0116 -4.1582 -3.0003
C 3.6971 -3.4023 -3.9457
C 3.4993 -2.0317 -3.9922
C 2.6265 -1.4124 -3.1097
H 1.5938 -4.1367 -1.3809
H 3.1565 -5.2299 -2.9571
H 4.3730 -3.8825 -4.6414
H 4.0254 -1.4348 -4.7256
H 2.4440 -0.3495 -3.1185
C 4.0419 4.8721 2.9254
C 3.1821 3.7145 2.4823
C 3.1141 2.5239 3.1842
C 2.3307 1.4457 2.7807
C 2.4184 0.1800 3.5415
O 2.2690 -0.9230 3.0609
C 2.7549 0.2517 5.0225
C 3.5516 -0.7537 5.5617
C 3.8252 -0.7853 6.9191
C 3.2786 0.1775 7.7595
C 2.4606 1.1665 7.2335
C 2.2084 1.2093 5.8704
C 1.4705 1.5395 1.6235
O 0.6946 0.6176 1.3075
C 1.5436 2.7987 0.8942
C 2.4075 3.8015 1.3252
C 0.6987 3.0535 -0.2951
N -0.2637 2.2951 -0.6822
C -1.2115 2.7981 -1.6944
C -2.6506 2.6669 -1.1722
Te -2.7357 1.4657 0.6710
C -2.1684 3.1543 1.8540
C -1.2338 3.0173 2.8794
C -0.8942 4.1021 3.6714
C -1.4954 5.3378 3.4706
C -2.4248 5.4861 2.4485
C -2.7321 4.4099 1.6259
C 0.9771 4.3263 -1.0516
C 0.5756 5.5728 -0.5750
C 0.8049 6.7163 -1.3227
C 1.4541 6.6250 -2.5475
C 1.8581 5.3866 -3.0255
C 1.6124 4.2411 -2.2864
H 4.6117 4.6093 3.8155
H 3.4429 5.7523 3.1660
H 4.7526 5.1709 2.1525
H 3.7304 2.4034 4.0682
H 3.9329 -1.5141 4.8938
H 4.4520 -1.5681 7.3269
H 3.4795 0.1477 8.8230
H 2.0083 1.9003 7.8874
H 1.5606 1.9716 5.4560
H 2.4943 4.7092 0.7486
H -1.0698 2.1928 -2.5824
H -1.0022 3.8341 -1.9351
H -3.2549 2.0685 -1.8434
H -3.1176 3.6407 -1.0610
H -0.7744 2.0529 3.0471
H -0.1423 3.9798 4.4408
H -1.2198 6.1850 4.0836
H -2.8911 6.4461 2.2729
H -3.4490 4.5431 0.8291
H 0.0781 5.6262 0.3851
H 0.4822 7.6769 -0.9510
H 1.6414 7.5155 -3.1294
H 2.3603 5.3150 -3.9791
H 1.9018 3.2667 -2.6530
Te -2.7173 -0.4297 3.4117
C -4.7983 -0.1450 3.6354
C -5.5354 0.9915 3.4239
C -6.9315 0.8316 3.6526
C -7.2617 -0.4297 4.0439
S -5.8556 -1.4158 4.1263
H -5.0789 1.9129 3.0925
H -7.6575 1.6235 3.5261
H -8.2388 -0.8206 4.2774
Br -4.0447 -3.0850 -4.8465
C -3.1797 -1.9530 -3.5564
C -3.5927 -1.9821 -2.2393
C -2.9493 -1.1582 -1.3208
C -1.8919 -0.2888 -1.6536
C -1.5387 -0.3136 -3.0166
C -2.1528 -1.1216 -3.9678
H -4.3941 -2.6396 -1.9312
H -3.2749 -1.2278 -0.2858
H -0.7084 0.2952 -3.3602
H -1.8310 -1.1236 -5.0006
```

Summary:
Frontier orbital gap (eV): 4.99
Charge: -2
Multiplicity: 1
Energy (Eh): -6973.5114
LUMO energy (eV): 3.8750
HOMO level (eV): -1.115
Energy relative to the best compared isomer or geometry (same formula, charge and spin) (kJ/mol): 93.0



Question: What is the formula in the first record?
Answer: C45H36BrF6O4P3PdS2



Question: Which of these has the highest charge?
Answer: C45H36BrF6O4P3PdS2



Question: The lowest multiplicity belongs to which entry?
Answer: C45H36BrFeN3O4STe2



Question: Which value of energy does entry 2 give?
Answer: -6973.5114 Eh